# 1
Entry from the Open Molecules 2025 dataset: a molecular structure, C31H33AsF5ILuN6O7S2 (wB97M-V/def2-TZVPD).

```
87
Properties=species:S:1:pos:R:3:forces:R:3:lowdin_charge:R:1
Lu -0.224 0.072 0.713 -0.7 0.1 -0.2 1.384
N -0.004 3.022 -2.688 -0.5 -0.7 0.2 0.204
C 1.204 2.974 -3.562 0.3 -0.2 -0.1 -0.268
C 2.423 2.514 -2.760 -0.1 0.0 0.2 -0.090
C 2.451 1.034 -2.350 0.0 0.2 0.0 -0.315
N 1.758 0.766 -1.026 -0.1 -0.4 -0.3 0.018
C 2.020 0.162 -3.534 -0.2 0.0 0.1 -0.125
C 0.759 0.578 -4.301 0.0 0.1 0.1 -0.348
N -0.487 0.396 -3.513 0.2 0.1 0.1 0.045
C 0.902 2.044 -4.736 0.0 0.0 0.0 -0.100
H 0.209 3.334 -1.731 0.1 0.1 0.2 0.084
H -0.390 2.032 -2.649 0.1 0.2 0.0 0.117
H -0.725 3.621 -3.083 0.0 0.0 0.0 0.169
H 1.385 3.991 -3.908 0.0 0.0 0.0 0.156
H 2.563 3.156 -1.888 0.0 0.1 0.0 0.110
H 3.283 2.689 -3.410 0.0 0.0 0.0 0.137
H 3.502 0.794 -2.169 0.0 0.0 -0.1 0.145
H 2.212 1.390 -0.358 -0.1 0.0 0.1 0.073
H 2.083 -0.167 -0.751 0.1 0.0 0.0 0.042
H 1.968 -0.881 -3.238 -0.1 -0.2 0.1 0.033
H 2.836 0.230 -4.259 0.0 0.0 0.0 0.133
H 0.713 -0.042 -5.200 0.1 0.0 0.0 0.144
H -0.520 -0.557 -3.152 0.1 0.0 0.2 0.017
H -1.288 0.467 -4.137 0.0 0.0 0.0 0.100
H 0.007 2.382 -5.269 0.0 0.0 0.0 0.126
H 1.730 2.116 -5.444 0.0 0.0 0.0 0.134
F -5.068 -2.187 5.202 0.0 0.0 0.0 0.141
C -4.356 -2.134 4.083 0.0 0.0 0.0 -0.136
C -3.156 -1.445 4.052 0.0 0.0 0.0 -0.141
F -2.704 -0.825 5.140 0.0 0.0 0.0 0.134
C -2.442 -1.412 2.874 0.0 -0.1 0.0 -0.233
F -1.261 -0.726 2.881 0.1 0.0 0.0 -0.053
C -2.855 -2.013 1.698 0.0 0.1 0.0 -0.525
S -1.922 -1.945 0.212 0.3 0.2 -0.1 0.545
C -4.060 -2.702 1.771 0.0 0.0 0.0 -0.235
F -4.534 -3.328 0.690 0.0 0.0 0.0 0.087
C -4.804 -2.766 2.936 0.0 0.0 0.0 -0.137
F -5.953 -3.434 2.960 0.0 0.0 0.0 0.137
I 0.958 1.953 2.839 0.1 -0.1 0.0 1.133
C 2.587 0.664 3.205 -0.1 0.2 0.0 -0.592
C 3.565 1.153 4.019 0.1 -0.1 0.0 -0.156
C 4.641 0.312 4.370 0.0 0.0 0.0 -0.070
C 4.653 -0.977 3.930 0.0 0.0 0.0 -0.026
C 3.619 -1.483 3.102 0.0 0.0 0.0 -0.166
C 3.612 -2.849 2.731 0.0 0.0 0.0 -0.032
C 2.587 -3.347 1.989 0.0 0.0 0.0 -0.076
C 1.565 -2.489 1.521 0.0 0.1 0.0 -0.181
C 1.525 -1.133 1.785 0.0 0.4 0.1 -0.268
C 2.553 -0.645 2.662 0.1 -0.1 0.0 -0.267
H 3.517 2.161 4.407 0.0 0.0 0.0 0.092
H 5.428 0.691 5.007 0.0 0.0 0.0 0.111
H 5.450 -1.649 4.223 0.0 0.0 0.0 0.118
H 4.419 -3.486 3.074 0.0 0.0 0.0 0.116
H 2.557 -4.404 1.749 0.0 0.0 0.0 0.092
H 0.787 -2.930 0.910 0.0 0.0 0.0 -0.004
O -5.361 6.201 1.584 0.0 0.0 -0.2 0.104
N -4.226 6.501 1.280 0.1 0.0 0.6 -0.350
O -3.779 7.627 1.221 -0.1 -0.1 -0.2 0.101
C -3.284 5.396 1.048 -0.1 0.0 -0.2 -0.117
C -3.723 4.097 1.156 0.0 0.0 0.1 0.107
C -2.830 3.073 0.920 0.0 0.1 -0.1 -0.042
C -1.480 3.262 0.479 0.2 -0.1 0.1 -0.308
O -0.712 2.302 0.139 0.2 0.0 -0.3 -0.290
C -1.091 4.651 0.479 0.0 -0.2 0.1 -0.047
C -1.969 5.679 0.757 0.0 0.1 0.0 0.095
N 0.294 5.078 0.237 -0.4 0.3 -0.3 -0.319
O 0.616 6.169 0.635 0.1 -0.1 0.2 0.129
O 1.037 4.355 -0.420 0.0 -0.3 -0.1 0.020
N -3.312 1.732 1.177 0.0 0.1 0.0 -0.284
O -4.488 1.546 1.341 -0.1 0.0 0.0 0.156
O -2.483 0.829 1.270 0.1 -0.2 0.1 -0.118
H -4.741 3.880 1.446 0.0 0.0 0.0 0.145
H -1.625 6.704 0.744 0.0 0.0 0.0 0.142
C 1.838 -5.678 -1.365 0.0 -0.1 0.0 -0.244
As 0.211 -4.699 -1.665 0.0 0.2 0.0 0.678
C -0.985 -5.240 -0.263 0.0 0.0 0.0 -0.259
C -0.551 -5.404 -3.280 0.0 0.0 0.0 -0.254
S 0.633 -2.647 -1.861 0.0 0.3 -0.2 0.114
H 1.666 -6.743 -1.511 0.0 0.0 0.0 0.044
H 2.171 -5.491 -0.346 0.0 0.0 0.0 0.020
H 2.592 -5.318 -2.061 0.0 0.0 0.0 0.040
H -1.118 -6.320 -0.332 0.0 0.0 0.0 0.047
H -1.933 -4.725 -0.386 0.0 0.0 0.0 0.004
H -0.560 -4.973 0.703 0.0 0.0 0.0 0.033
H -0.679 -6.482 -3.186 0.0 0.0 0.0 0.043
H 0.112 -5.177 -4.111 0.0 0.0 0.0 0.038
H -1.516 -4.930 -3.444 0.0 0.0 0.0 0.042
```
Positions in Å, forces in eV/Å.

total charge = +1
frontier orbital gap = 6.191 eV
energy above the lowest of the compared OMol25 structures with the same formula, charge and spin = 0.6733 eV
energy = -193762.46872 eV
E_LUMO = -3.81 eV
spin multiplicity = 1

=====

# 2
Entry from the Open Molecules 2025 dataset: 2 unconnected molecules or ions with the total composition BrH2OPS in a non-equilibrium geometry (wB97M-V/def2-TZVPD).

```
6
Properties=species:S:1:pos:R:3:forces:R:3:nbo_charge:R:1
O -0.667 -2.982 1.748 0.0 0.1 -0.3 -0.985
P -0.313 -1.990 0.722 0.5 -0.2 -0.1 1.209
S 1.189 -2.859 -0.561 -0.4 -0.3 0.6 -0.367
H 1.594 -1.696 -1.061 -0.1 0.4 -0.2 0.143
Br -0.703 4.121 -0.512 0.6 -1.9 -0.3 -0.188
H -1.100 5.405 -0.337 -0.6 1.9 0.3 0.188
```
Positions in Å, forces in eV/Å.

frontier orbital gap = 9.120 eV
energy above the lowest of the compared OMol25 structures with the same formula, charge and spin = 0.8115 eV
energy = -92246.70071 eV
SMILES = O=PS.Br
E_LUMO = -0.83 eV
spin multiplicity = 1

=====

# 3
Entry from the Open Molecules 2025 dataset: a molecular structure, C5H11N2O in a non-equilibrium geometry (wB97M-V/def2-TZVPD).

```
19
Properties=species:S:1:pos:R:3:forces:R:3:nbo_charge:R:1
C 0.120 0.853 0.055 2.1 -1.9 -1.2 0.730
C 1.888 -0.061 -0.173 -2.3 -0.2 0.9 0.412
C -1.465 -0.656 1.150 4.5 1.6 1.1 -0.561
C -2.221 0.755 -0.817 -0.8 -0.8 -1.1 -0.601
C -1.020 0.011 -0.245 -1.3 -1.2 1.8 -0.394
N 2.836 0.706 0.216 0.9 -1.1 -0.8 -0.705
N 2.102 -1.331 -0.483 -2.6 1.8 0.6 -0.753
O 0.229 1.958 0.360 0.6 1.1 0.5 -0.435
H -1.714 0.151 1.869 0.3 -0.5 -0.3 0.230
H -2.313 -1.166 0.955 -2.7 -2.0 -0.6 0.224
H -0.626 -1.372 1.602 -1.9 1.6 -1.0 0.219
H -2.906 -0.199 -1.003 0.8 2.6 -0.1 0.236
H -2.684 1.409 -0.026 0.4 -0.5 -1.1 0.240
H -1.942 1.333 -1.805 -0.9 -1.2 2.0 0.246
H -0.857 -0.866 -0.846 0.9 0.0 -0.6 0.240
H 2.621 1.631 0.391 -0.3 2.4 0.6 0.426
H 3.785 0.397 0.162 0.7 0.2 0.2 0.413
H 1.244 -1.828 -0.537 -0.2 -1.0 -0.5 0.415
H 2.920 -1.723 -0.826 1.8 -0.8 -0.5 0.419
```
Positions in Å, forces in eV/Å.

total charge = +1
frontier orbital gap = 10.906 eV
energy above the lowest of the compared OMol25 structures with the same formula, charge and spin = 2.5484 eV
energy = -10383.05702 eV
E_LUMO = -3.75 eV
spin multiplicity = 1

=====

# 4
Entry from the Open Molecules 2025 dataset: 3 unconnected molecules or ions with the total composition C25H22BN3O5S in a non-equilibrium geometry (wB97M-V/def2-TZVPD).

```
57
Properties=species:S:1:pos:R:3:forces:R:3:nbo_charge:R:1
N 5.541 -4.466 -0.383 -1.2 -0.7 0.1 -1.130
B 4.079 -4.171 -0.265 -0.9 -1.2 -1.0 1.097
O 3.171 -5.197 -0.768 0.7 2.9 0.2 -0.889
C 3.456 -2.779 0.342 -1.7 3.8 1.5 -0.314
C 3.740 -2.285 1.806 -2.2 2.0 -2.0 -0.186
C 3.102 -0.975 2.391 -0.9 -0.9 -3.3 -0.190
C 2.144 -0.060 1.542 1.9 -3.9 -1.7 -0.195
C 1.862 -0.550 0.082 1.1 -1.3 1.4 -0.094
C 2.494 -1.867 -0.508 0.2 0.8 2.6 -0.114
C 2.062 -2.231 -2.011 0.5 0.0 -1.1 0.528
O 2.838 -2.657 -2.898 -2.5 1.0 3.2 -0.510
C 0.503 -1.959 -2.344 -2.0 0.6 -0.1 -0.104
C -0.285 -2.977 -3.205 -1.8 3.7 1.7 -0.181
C -1.793 -2.676 -3.452 2.4 2.3 2.2 -0.207
C -2.434 -1.380 -2.827 2.3 -0.4 0.1 -0.030
C -4.008 -1.194 -3.103 1.3 -1.9 0.8 -0.654
S -4.811 0.004 -1.925 -4.9 4.0 -2.7 1.844
O -6.314 -0.023 -2.189 3.9 -1.2 1.0 -0.924
O -4.354 1.423 -2.142 0.7 -3.7 1.1 -0.909
C -1.629 -0.341 -1.992 2.4 -3.3 -1.3 -0.215
C -0.132 -0.647 -1.749 -1.3 -2.4 -1.5 -0.077
C 0.857 0.283 -0.870 0.4 1.3 -0.1 0.539
O 0.883 1.533 -0.937 -0.5 -4.3 0.4 -0.495
H 5.798 -5.110 0.382 0.2 0.6 -0.3 0.391
H 5.686 -5.031 -1.247 -0.2 0.5 0.9 0.393
H 2.328 -4.770 -1.060 0.8 -0.7 0.6 0.487
H 4.413 -2.932 2.470 -1.1 1.2 -1.0 0.236
H 3.332 -0.684 3.467 -0.2 -0.5 -1.7 0.253
H 1.654 0.884 1.979 0.9 -1.7 -0.9 0.255
H 0.265 -3.896 -3.589 -1.0 1.4 0.5 0.254
H -2.419 -3.400 -4.084 1.0 1.3 1.2 0.240
H -4.266 -0.992 -4.202 0.2 0.4 1.8 0.296
H -4.485 -2.222 -2.862 0.5 1.8 -0.2 0.263
H -4.668 -0.427 -0.587 0.6 0.0 -1.3 0.070
H -2.054 0.608 -1.530 0.4 -1.5 -0.9 0.274
C -6.695 4.832 -1.417 0.0 0.0 0.0 -0.170
C -6.879 3.465 -1.561 0.1 0.1 0.0 -0.267
C -8.174 2.972 -1.533 -0.6 0.2 0.1 0.031
N -9.264 3.741 -1.370 0.6 0.3 0.0 -0.421
C -9.057 5.060 -1.232 -0.2 -0.5 0.0 0.024
C -7.803 5.651 -1.249 0.1 -0.1 0.0 -0.269
H -5.697 5.257 -1.435 -0.1 0.0 0.0 0.213
H -6.038 2.798 -1.693 -0.1 0.0 0.0 0.245
H -8.370 1.911 -1.645 0.1 0.0 0.0 0.203
H -9.954 5.657 -1.099 0.1 0.0 0.0 0.189
H -7.696 6.722 -1.135 0.0 0.0 0.0 0.215
C 6.854 2.401 4.981 0.0 0.1 0.0 -0.162
C 5.763 2.122 5.790 0.1 0.0 -0.1 -0.261
C 5.124 0.903 5.630 0.1 -0.5 -0.3 0.029
N 5.497 -0.025 4.734 0.3 0.6 0.1 -0.435
C 6.556 0.272 3.963 -0.4 -0.3 0.2 0.036
C 7.263 1.460 4.048 -0.1 0.1 0.1 -0.258
H 7.382 3.344 5.077 0.0 -0.1 0.0 0.219
H 5.416 2.834 6.528 0.0 -0.1 0.0 0.223
H 4.267 0.637 6.242 0.0 0.1 0.0 0.193
H 6.835 -0.494 3.246 0.0 0.1 0.0 0.198
H 8.112 1.645 3.401 -0.1 0.0 0.0 0.224
```
Positions in Å, forces in eV/Å.

frontier orbital gap = 7.724 eV
energy = -52492.35457 eV
SMILES = NB(O)c1cccc2c1C(=O)c1ccc(C[SH](=O)=O)cc1C2=O.c1ccncc1.c1ccncc1
E_LUMO = -1.49 eV
spin multiplicity = 1